C4H8O2 | wB97M-V/def2-TZVPD

orbital gap	0.350	Ha
energy above the lowest of the compared OMol25 structures with the same formula, charge and spin	3.716	eV

Last columns: bonded neighbours and bond lengths (Å).
Cartesian coordinates (Å):
1 C 0.64828 -1.30137 -0.38384  C2 1.519, H7 1.095, H8 1.096, H9 1.093
2 C -0.52317 -0.37995 -0.08933  C1 1.519, O3 1.406, C4 1.552, H13 1.112
3 O -1.61713 -1.14478 0.35241  C2 1.406, H10 0.966
4 C -0.18623 0.82448 0.83046  C2 1.552, C5 1.506, H11 1.095, H12 1.103
5 C -0.29522 1.82065 -0.29366  C4 1.506, O6 1.316
6 O 0.85642 1.95719 -0.91530  C5 1.316, H14 0.983
7 H 0.99789 -1.83541 0.50537  C1 1.095
8 H 1.49162 -0.73678 -0.79817  C1 1.096
9 H 0.33571 -2.03655 -1.13001  C1 1.093
10 H -2.35307 -0.53405 0.49014  O3 0.966
11 H -0.95229 0.96668 1.60027  C4 1.095
12 H 0.79905 0.75028 1.32094  C4 1.103
13 H -0.81348 0.10937 -1.04455  C2 1.112
14 H 1.61161 1.54023 -0.44472  O6 0.983

---

C4H8O2 | wB97M-V/def2-TZVPD

orbital gap	0.394	Ha
energy above the lowest of the compared OMol25 structures with the same formula, charge and spin	1.184	eV
SMILES string	O[C@H]1CCOC1

Last columns: bonded neighbours and bond lengths (Å).
Cartesian coordinates (Å):
1 O -1.15827 0.93685 -1.23098  C2 1.414, H7 0.968
2 C -0.00713 0.14379 -1.01539  O1 1.414, C3 1.532, C6 1.523, H8 1.093
3 C 0.87165 0.70362 0.10769  C2 1.532, C4 1.539, H9 1.093, H10 1.096
4 C 0.16707 0.16690 1.36608  C3 1.539, O5 1.431, H11 1.096, H12 1.096
5 O -0.68054 -0.90304 0.93612  C4 1.431, C6 1.422
6 C -0.37871 -1.20770 -0.41917  C2 1.523, O5 1.422, H13 1.102, H14 1.093
7 H -1.72098 0.82794 -0.45112  O1 0.968
8 H 0.51040 0.07337 -1.97549  C2 1.093
9 H 0.91989 1.79451 0.07206  C3 1.093
10 H 1.88873 0.30357 0.02625  C3 1.096
11 H -0.46988 0.92409 1.83794  C4 1.096
12 H 0.87597 -0.19616 2.11971  C4 1.096
13 H 0.45313 -1.92563 -0.49623  C6 1.102
14 H -1.27134 -1.64211 -0.87748  C6 1.093

---

C4H8O2 | wB97M-V/def2-TZVPD

orbital gap	0.397	Ha
energy above the lowest of the compared OMol25 structures with the same formula, charge and spin	1.847	eV
SMILES string	C[C@H]1OC[C@@H]1O

Last columns: bonded neighbours and bond lengths (Å).
Cartesian coordinates (Å):
1 C 0.71440 -1.26201 -1.17863  C2 1.513, H7 1.101, H8 1.102, H9 1.093
2 C -0.27684 -0.46124 -0.36296  C1 1.513, O3 1.446, C5 1.552, H10 1.102
3 O -0.41268 -0.96218 0.98688  C2 1.446, C4 1.425
4 C -0.35480 0.34809 1.54381  O3 1.425, C5 1.539, H11 1.104, H12 1.113
5 C 0.15736 0.91506 0.20738  C2 1.552, C4 1.539, O6 1.404, H13 1.088
6 O -0.35184 2.11000 -0.32687  C5 1.404, H14 0.973
7 H 1.70220 -1.26624 -0.69172  C1 1.101
8 H 0.82294 -0.82441 -2.18468  C1 1.102
9 H 0.41383 -2.30444 -1.30857  C1 1.093
10 H -1.26162 -0.42833 -0.85725  C2 1.102
11 H 0.30417 0.41519 2.42718  C4 1.104
12 H -1.37851 0.69132 1.81534  C4 1.113
13 H 1.24264 0.99411 0.22202  C5 1.088
14 H -1.32126 2.03508 -0.29193  O6 0.973

---

C4H8O2 | wB97M-V/def2-TZVPD

orbital gap	0.377	Ha
energy above the lowest of the compared OMol25 structures with the same formula, charge and spin	1.980	eV
SMILES string	CCC(=O)CO

Last columns: bonded neighbours and bond lengths (Å).
Cartesian coordinates (Å):
1 C -2.19495 0.40550 0.04510  C2 1.570, H7 1.160, H8 1.183, H9 1.137
2 C -0.86126 -0.40813 -0.11254  C1 1.570, C3 1.505, H10 1.135, H11 1.183
3 C 0.35347 0.47968 -0.07577  C2 1.505, O4 1.198, C5 1.613
4 O 0.29289 1.67519 -0.04026  C3 1.198
5 C 1.73575 -0.34292 0.04282  C3 1.613, O6 1.422, H12 1.112, H13 1.148
6 O 2.79981 0.59120 -0.08964  C5 1.422, H14 1.076
7 H -3.05678 -0.34173 -0.16626  C1 1.160
8 H -2.28597 0.90434 1.11412  C1 1.183
9 H -2.22933 1.23854 -0.72818  C1 1.137
10 H -0.84810 -1.22935 0.67077  C2 1.135
11 H -0.81751 -0.91369 -1.18138  C2 1.183
12 H 1.70527 -0.89613 1.00692  C5 1.112
13 H 1.78186 -1.16468 -0.75787  C5 1.148
14 H 3.62485 0.00217 0.27218  O6 1.076

---

Q: Among the records above, which one has the highest orbital gap?
A: number 3